111
Properties=species:S:1:pos:R:3:forces:R:3:lowdin_charge:R:1 method="wB97M-V/def2-TZVPD" smiles="O=CCN(CCCBr)S(=O)(=O)F.O=C1OC[C@@H](F)O1.O=C1OC[C@@H](F)O1.O=C1OC[C@@H](F)O1.O=C1OC[C@@H](F)O1.O=C1OC[C@@H](F)O1.O=C1OC[C@@H](F)O1.O=C1OC[C@@H](F)O1.O=C1OC[C@@H](F)O1.O=C1OC[C@@H](F)O1" lumo_ev=-0.21 homo_ha=-0.378
O 3.3788 -0.5885 -0.4422 -0.1096 0.2039 -1.1662 0.073
C 3.2955 -0.3396 -1.6268 0.0792 -0.2194 1.2656 -0.215
C 2.7368 0.9819 -2.1379 0.3829 -0.7315 0.1835 -0.126
N 1.2740 0.9479 -1.9373 0.1402 1.4757 -0.7712 -0.189
C 0.4981 0.6459 -3.1735 -0.2091 -0.6903 0.1792 -0.177
C 0.3360 -0.8589 -3.3341 -0.2451 -0.2474 0.1280 -0.255
C -0.6489 -1.4080 -2.3074 0.0482 0.2138 -0.0513 -0.620
Br -1.1362 -3.2390 -2.6770 0.1224 -0.1567 0.0231 0.734
S 0.6440 2.1579 -1.0587 -0.2383 -0.8866 1.1560 0.597
O 1.6493 2.8026 -0.2879 -0.1453 0.0118 -0.0859 -0.240
O -0.5592 1.6769 -0.4604 0.0622 0.2495 -0.0635 -0.251
F 0.1281 3.2358 -2.0717 0.1661 0.1850 -0.4723 -0.139
H 3.6130 -1.0689 -2.3875 0.1084 -0.1297 -0.0246 0.124
H 3.0101 1.1081 -3.1807 -0.2855 0.1917 -0.1135 0.092
H 3.2104 1.7556 -1.5440 -0.1597 0.1767 0.0443 0.119
H -0.4949 1.0793 -3.0801 -0.0444 0.1087 0.0256 0.116
H 0.9846 1.0937 -4.0374 0.1647 0.0989 0.0279 0.119
H -0.0388 -1.0866 -4.3313 -0.0104 0.1169 -0.0940 0.113
H 1.2901 -1.3777 -3.2387 0.1074 0.0170 -0.0379 0.102
H -0.2503 -1.3724 -1.2985 0.0396 -0.0033 0.0459 0.057
H -1.5815 -0.8518 -2.3381 -0.0493 0.0523 0.0296 0.062
O -4.0637 -4.0498 -4.1445 -0.1035 -0.2441 -0.3884 0.138
C -4.4744 -4.4786 -3.1215 0.1449 0.3093 0.4339 -0.594
O -5.3548 -3.8310 -2.3263 -0.1585 -0.0378 -0.0348 0.071
C -5.6584 -4.6602 -1.2028 -0.1040 0.0100 0.1850 -0.052
C -4.4450 -5.5622 -1.1558 -0.1522 -0.0750 -0.1317 -0.313
F -4.7408 -6.8085 -0.7079 0.0097 0.0053 -0.1012 0.073
O -4.0658 -5.6338 -2.5249 0.0990 0.1171 0.0256 0.116
H -6.5645 -5.2353 -1.3990 0.0415 -0.0976 -0.0360 0.145
H -5.7871 -4.0579 -0.3086 0.1179 0.0968 -0.1239 0.119
H -3.6152 -5.1660 -0.5783 0.0459 -0.0435 0.0841 0.144
O 2.2585 8.7488 -5.0277 0.0764 0.0613 -0.0627 0.194
C 1.6918 7.7346 -4.8216 -0.0550 -0.1618 -0.0892 -0.547
O 0.3609 7.5338 -4.9739 -0.0595 -0.0580 0.0241 0.076
C 0.0858 6.1424 -4.7937 -0.0897 0.0118 0.0208 -0.045
C 1.2741 5.6926 -3.9680 -0.0146 0.1278 -0.1367 -0.316
F 1.6436 4.4210 -4.2484 0.0077 -0.0256 -0.0519 0.068
O 2.2883 6.5796 -4.3957 -0.0131 0.0738 0.2192 0.125
H 0.0776 5.6433 -5.7640 0.0565 -0.0716 0.0173 0.144
H -0.8710 6.0001 -4.2996 -0.0019 0.1710 0.0377 0.141
H 1.1346 5.7946 -2.8902 0.0576 -0.1322 0.0244 0.171
O -4.2562 -2.4759 0.6626 -0.1112 -0.1126 -0.0244 0.188
C -3.8257 -1.4808 1.1356 -0.0398 -0.0254 0.0059 -0.535
O -3.8660 -0.2611 0.5731 0.0616 0.1132 0.0721 0.094
C -3.3484 0.6961 1.5113 -0.1105 0.0367 0.0370 -0.036
C -2.5045 -0.1816 2.4070 -0.1020 -0.0402 0.0516 -0.303
F -2.4717 0.2434 3.6957 -0.0717 -0.0872 -0.0754 0.077
O -3.1861 -1.4260 2.3423 0.2769 0.1028 -0.0544 0.104
H -4.1699 1.1557 2.0625 0.0240 -0.0444 0.0634 0.151
H -2.7778 1.4576 1.0018 0.0853 0.0239 -0.2615 0.111
H -1.4793 -0.3205 2.0579 0.0632 0.0547 0.0884 0.174
O 3.3094 2.1227 -5.0787 0.0163 -0.2599 -0.0517 0.150
C 3.9031 2.8380 -5.8188 0.0347 0.0752 0.0078 -0.553
O 4.2920 4.0833 -5.5122 0.1565 0.2571 0.0158 0.070
C 5.0848 4.5995 -6.5893 -0.0035 0.0417 -0.0004 -0.029
C 4.6290 3.7300 -7.7451 0.0788 -0.0721 0.0861 -0.304
F 5.6160 3.4767 -8.6301 0.0340 -0.0719 0.0762 0.086
O 4.2602 2.5236 -7.0874 -0.2132 0.0811 -0.1154 0.143
H 6.1409 4.4409 -6.3703 0.0284 -0.0588 -0.0870 0.147
H 4.8942 5.6587 -6.7317 -0.1542 -0.0097 0.1150 0.144
H 3.7617 4.1115 -8.2859 0.0444 0.0097 -0.0919 0.174
O -5.4873 4.4949 1.7316 -0.1004 -0.0397 -0.0090 0.196
C -4.3799 4.7899 1.4507 0.1202 0.0158 -0.1871 -0.544
O -3.2870 4.0198 1.6882 0.1351 -0.0219 0.0208 0.051
C -2.1530 4.6342 1.0677 0.1131 -0.0716 0.0461 -0.051
C -2.5980 6.0774 0.9589 -0.0890 -0.0668 -0.1653 -0.307
F -2.1037 6.6830 -0.1509 -0.0998 -0.0921 0.0449 0.074
O -4.0021 5.9491 0.8398 0.0126 0.1083 0.2407 0.137
H -2.0018 4.1993 0.0793 0.0200 0.0673 -0.0767 0.132
H -1.2606 4.4914 1.6709 -0.1008 -0.0453 0.1183 0.143
H -2.3665 6.6940 1.8281 0.0693 0.0909 -0.0654 0.175
O -1.9576 -5.3531 6.4003 0.0181 -0.0871 -0.1143 0.192
C -1.4767 -4.5258 5.7026 0.2579 0.1154 0.4164 -0.552
O -1.0885 -3.2978 6.0957 -0.0077 0.0487 -0.1231 0.096
C -0.4003 -2.6646 5.0052 -0.0627 0.2391 0.0184 -0.027
C -0.9551 -3.4152 3.8135 0.3308 -0.0022 0.0624 -0.293
F -0.0445 -3.5567 2.8158 -0.0642 -0.0393 0.1154 0.086
O -1.2329 -4.6921 4.3704 0.3643 0.2744 0.1522 0.061
H 0.6661 -2.8261 5.1133 0.1094 -0.0353 -0.0977 0.115
H -0.6073 -1.5981 4.9827 -0.2232 -0.0477 0.1460 0.138
H -1.8711 -2.9965 3.4009 -0.0099 -0.0239 -0.1685 0.153
O 3.3544 -2.8804 5.7030 0.0057 0.0865 -0.0501 0.190
C 3.2044 -4.0505 5.6192 0.0448 -0.0796 -0.0865 -0.547
O 2.0069 -4.6568 5.4301 -0.0748 -0.2287 0.0013 0.040
C 2.2295 -6.0580 5.2270 -0.1131 -0.0320 0.0066 -0.035
C 3.5804 -6.2512 5.8863 0.0423 0.0517 -0.1314 -0.305
F 4.3255 -7.1975 5.2718 -0.0050 0.0887 -0.0531 0.083
O 4.1882 -4.9821 5.7063 -0.0351 -0.0104 0.2429 0.142
H 2.2808 -6.2667 4.1581 0.1041 -0.0336 -0.0124 0.148
H 1.4312 -6.6403 5.6780 -0.0497 0.1351 0.1004 0.143
H 3.5381 -6.4758 6.9529 0.0433 -0.0877 -0.0047 0.175
O 4.8304 7.8637 1.1474 0.0286 0.0911 -0.0516 0.190
C 4.7283 6.6923 1.2541 -0.0205 -0.1545 -0.0871 -0.551
O 3.5581 6.0074 1.2434 -0.0430 -0.1048 0.0075 0.068
C 3.8501 4.6050 1.2423 -0.0965 -0.0228 0.0640 -0.060
C 5.2459 4.5769 1.8291 0.0044 0.1105 -0.1757 -0.312
F 6.0031 3.5795 1.3146 0.0076 0.0465 -0.0732 0.078
O 5.7692 5.8258 1.4152 0.0131 0.0184 0.2586 0.132
H 3.8458 4.2305 0.2191 0.0909 -0.0446 -0.0041 0.130
H 3.1155 4.0603 1.8273 -0.0571 0.1266 0.0392 0.135
H 5.2826 4.5173 2.9178 0.0561 -0.0948 0.0068 0.173
O -5.7562 -7.5459 4.1557 -0.1510 -0.0580 0.0168 0.190
C -4.7115 -7.2629 3.6851 0.2003 0.0286 -0.1804 -0.543
O -3.5458 -7.9140 3.9152 0.0708 -0.0226 -0.0512 0.077
C -2.5416 -7.3732 3.0522 0.0330 0.0013 0.0586 -0.039
C -3.1027 -6.0005 2.7463 -0.3751 0.0094 0.0337 -0.304
F -2.7939 -5.5835 1.4898 0.0785 -0.0327 -0.0772 0.069
O -4.4954 -6.2180 2.8313 -0.1208 0.0411 0.1733 0.132
H -2.4769 -7.9749 2.1445 -0.0152 0.0641 -0.0764 0.146
H -1.5778 -7.3507 3.5516 -0.0876 0.0024 0.1718 0.133
H -2.8149 -5.2209 3.4533 -0.2998 -0.3703 -0.4421 0.141